Below is a molecular structure, C34H53F15O38S7 in a non-equilibrium geometry, with properties calculated with ωB97M-V/def2-TZVPD.

Last column: Löwdin spin population.
CARTESIAN COORDINATES (ANGSTROEM)
1 C 11.82023 7.57966 -11.90896  0.001
2 C 12.51588 7.97881 -13.26293  0.000
3 O 13.59826 8.96039 -13.05150  0.000
4 C 14.12966 9.68708 -14.12527  0.000
5 O 13.83716 9.38276 -15.32357  0.000
6 C 15.17483 10.64214 -13.69376  0.000
7 F 15.04458 11.03198 -12.48123  0.000
8 F 16.36575 10.10321 -13.94205  0.000
9 F 15.07116 11.68749 -14.50242  0.000
10 H 11.03811 8.30233 -11.67627  0.000
11 H 12.51901 7.73495 -11.08696  0.000
12 H 11.50803 6.53570 -11.93683  0.000
13 H 11.81084 8.54028 -13.87593  0.000
14 H 12.89794 7.11366 -13.80482  0.000
15 C 9.14639 4.95168 -6.22488  0.000
16 C 9.91657 3.70097 -5.87946  0.000
17 O 11.16637 3.99965 -5.27452  0.000
18 C 11.82474 3.02817 -4.67649  0.000
19 O 11.38926 1.88889 -4.47867  0.000
20 C 13.15742 3.42962 -4.01054  0.000
21 F 13.00876 3.65616 -2.72382  0.000
22 F 14.06314 2.42956 -4.14813  0.000
23 F 13.61204 4.48826 -4.60446  0.000
24 H 8.71240 5.45613 -5.36158  0.000
25 H 8.34034 4.66683 -6.90108  0.000
26 H 9.72157 5.70666 -6.76086  0.000
27 H 10.08774 3.06344 -6.74685  0.000
28 H 9.27572 3.19421 -5.15794  0.000
29 C 6.37344 3.03582 -11.21374  0.000
30 C 6.24339 3.96345 -9.94491  0.000
31 O 6.97373 5.19276 -10.04027  0.001
32 C 6.94755 6.12003 -9.06355  0.000
33 O 6.29700 5.98568 -8.03010  0.000
34 C 7.82611 7.38392 -9.38165  0.000
35 F 7.01402 8.44866 -9.70381  0.000
36 F 8.51078 7.67474 -8.29457  0.000
37 F 8.58355 7.18923 -10.45369  0.001
38 H 7.35120 2.83876 -11.65333  0.000
39 H 5.74597 3.51666 -11.96421  0.000
40 H 5.88927 2.09443 -10.95400  0.000
41 H 6.60099 3.50353 -9.02366  0.000
42 H 5.20354 4.15984 -9.68365  0.000
43 C 2.92286 2.68148 -13.81620  0.000
44 C 2.88208 3.49948 -15.11205  0.000
45 O 4.18375 3.57090 -15.64090  0.000
46 C 5.17177 4.44653 -15.24837  0.000
47 O 5.01596 5.22899 -14.31307  0.000
48 C 6.47717 4.24000 -15.95901  0.000
49 F 7.32876 4.16519 -14.98660  0.000
50 F 6.53595 3.11167 -16.66663  0.000
51 F 6.76992 5.27190 -16.69001  0.000
52 H 3.42975 1.71711 -13.78192  0.000
53 H 1.89533 2.54852 -13.47765  0.000
54 H 3.41444 3.21703 -13.00402  0.000
55 H 2.47182 4.48360 -14.88557  0.000
56 H 2.23678 2.97928 -15.81993  0.000
57 C 8.91601 0.76783 -13.44194  0.000
58 C 7.91241 0.18288 -14.38349  0.000
59 O 8.37847 0.24774 -15.74490  0.000
60 C 7.46018 -0.09857 -16.73791  0.000
61 O 6.31602 -0.49438 -16.50765  0.000
62 C 7.84015 0.23140 -18.22135  0.000
63 F 7.79708 -0.90805 -18.98466  0.000
64 F 6.87889 1.04408 -18.64059  0.000
65 F 9.02113 0.89309 -18.30389  0.000
66 H 9.21246 1.72691 -13.86664  0.000
67 H 9.73747 0.06428 -13.30653  0.000
68 H 8.52271 0.88819 -12.43252  0.000
69 H 6.98344 0.74750 -14.46299  0.000
70 H 7.56342 -0.83572 -14.21390  0.000
71 C 7.52726 7.98740 -13.90371  0.045
72 C 6.31692 8.23700 -12.95461  0.136
73 O 6.44445 9.53525 -12.49388  0.499
74 S 8.00880 10.17527 -12.75906  -0.020
75 O 8.92784 9.64684 -11.76468  0.080
76 O 7.93472 11.61630 -13.03209  0.014
77 O 8.04781 9.26141 -14.19648  0.058
78 H 7.08147 7.48271 -14.76083  0.017
79 H 8.34105 7.39766 -13.48173  0.014
80 H 6.46177 7.61796 -12.06923  0.080
81 H 5.28451 8.23190 -13.30418  0.038
82 C 5.98254 11.34357 -9.15399  0.002
83 C 4.79035 12.27300 -9.59592  0.002
84 O 4.38723 13.03369 -8.47978  0.006
85 S 5.56313 13.10541 -7.30692  -0.001
86 O 4.95672 13.10593 -5.96282  0.000
87 O 6.49104 14.18639 -7.66244  0.005
88 O 6.14407 11.65132 -7.74484  0.003
89 H 6.86291 11.66357 -9.71134  0.001
90 H 5.83782 10.28583 -9.37389  0.001
91 H 3.90797 11.65446 -9.76000  0.001
92 H 4.96472 12.95696 -10.42651  0.001
93 C 9.25628 -0.14355 -5.68483  0.000
94 C 8.22196 -1.31982 -5.96601  0.000
95 O 7.05806 -0.78711 -6.47871  0.000
96 S 7.09045 0.86420 -6.51819  0.000
97 O 6.57250 1.36002 -5.26376  0.000
98 O 6.54582 1.57074 -7.68006  0.000
99 O 8.71178 0.88941 -6.44998  0.000
100 H 10.23648 -0.45295 -6.04758  0.000
101 H 9.30098 0.13010 -4.63068  0.000
102 H 7.86984 -1.72722 -5.01831  0.000
103 H 8.67954 -2.08217 -6.59652  0.000
104 C 10.00832 10.75188 -8.05545  0.000
105 C 11.46017 11.23352 -7.77265  0.000
106 O 11.38186 12.54282 -7.21230  0.000
107 S 9.78708 13.14203 -7.32005  0.000
108 O 9.72225 14.40754 -8.02044  0.000
109 O 9.11429 12.96655 -6.04907  0.000
110 O 9.39959 11.92300 -8.42699  0.000
111 H 9.38365 10.30024 -7.28479  0.000
112 H 10.07302 10.02975 -8.86936  0.000
113 H 12.09327 11.15316 -8.65629  0.000
114 H 11.85305 10.45790 -7.11526  0.000
115 C 3.74756 4.00825 -5.97466  0.000
116 C 4.81241 4.86972 -5.21089  0.000
117 O 4.05456 5.47807 -4.20045  0.000
118 S 2.39988 5.15327 -4.15600  0.000
119 O 1.59374 6.37994 -3.98689  0.000
120 O 2.14753 3.96356 -3.31998  0.000
121 O 2.55011 4.78494 -5.80320  0.000
122 H 3.63359 3.07191 -5.42843  0.000
123 H 4.11379 3.79347 -6.97858  0.000
124 H 5.19965 5.75087 -5.72247  0.000
125 H 5.66206 4.39800 -4.71725  0.000
126 C -0.46257 4.01291 -10.57470  0.000
127 C -0.76268 2.65058 -11.14331  0.000
128 O 0.37035 1.85940 -10.83222  0.000
129 S 1.33450 2.65528 -9.70279  0.000
130 O 2.77623 2.48789 -9.94513  0.000
131 O 0.75714 2.39086 -8.36406  0.000
132 O 0.91376 4.05477 -10.26982  0.000
133 H -1.04915 4.38439 -9.73444  0.000
134 H -0.63620 4.75744 -11.35163  0.000
135 H -0.82770 2.58025 -12.22909  0.000
136 H -1.71412 2.34809 -10.70586  0.000
137 C 3.32918 7.59666 -7.66871  0.000
138 C 2.50244 6.48531 -8.33488  0.000
139 O 2.19777 6.98937 -9.61179  0.003
140 S 3.48397 7.82828 -10.23558  0.000
141 O 3.05646 9.05804 -10.92576  0.002
142 O 4.50591 6.93614 -10.88833  0.013
143 O 3.95589 8.30287 -8.75190  0.000
144 H 4.12137 7.19802 -7.03498  0.000
145 H 2.68811 8.23489 -7.06061  0.000
146 H 1.60765 6.29035 -7.74374  0.000
147 H 3.02010 5.53437 -8.46073  0.000

Charge: +1
LUMO level (alpha / beta) (eV): -4.021 / -10.297
Spin multiplicity: 2
E_tot (eV): -230509.4945